[1]
Molecular formula: C14H15F12NO4PTl
Method: DFT, ωB97M-V/def2-TZVPD

Summary:
Largest force on an atom: 2.64 eV/A
E_HOMO: -14.705 eV
Gap between HOMO and LUMO: 3.1 eV
E: -2609.5413 hartree
Multiplicity: 1
Total charge: +2

Geometry (Å):
1 N -2.43 -2.40 0.82
2 C -1.72 -1.33 0.78
3 C -1.07 -0.86 -0.49
4 C -0.74 0.65 -0.57
5 C -1.89 1.68 -0.44
6 C -3.31 1.10 -0.32
7 C -3.71 1.14 1.12
8 F -3.61 2.30 1.77
9 C -4.14 0.07 1.82
10 F -3.65 -0.23 3.02
11 F -5.08 -0.78 1.44
12 O -0.35 0.77 -1.97
13 P 1.28 1.12 -2.29
14 C 1.51 -0.66 -3.13
15 C 2.58 -1.47 -2.39
16 O 3.62 -1.03 -2.02
17 O 2.22 -2.77 -2.25
18 O 1.69 0.77 -0.70
19 C 0.59 1.14 0.08
20 C 0.73 1.11 1.61
21 F 1.27 2.27 1.99
22 F -0.53 1.13 2.10
23 C 1.45 -0.08 2.31
24 F 1.86 0.34 3.50
25 F 0.53 -1.04 2.54
26 C 2.66 -0.79 1.64
27 F 3.04 -1.72 2.53
28 F 2.27 -1.51 0.56
29 C 3.93 0.08 1.37
30 F 4.66 0.08 2.49
31 F 3.63 1.35 1.08
32 F 4.66 -0.45 0.40
33 H -2.45 -2.81 -0.12
34 H -1.66 -0.79 1.71
35 H -1.64 -1.11 -1.38
36 H -0.12 -1.39 -0.57
37 H -1.72 2.35 0.40
38 H -1.87 2.32 -1.31
39 H -3.46 0.12 -0.74
40 H -3.98 1.77 -0.85
41 H 2.68 1.37 -2.63
42 H 0.77 1.41 -3.66
43 H 1.16 2.57 -2.19
44 H 0.53 -1.11 -3.22
45 H 1.86 -0.53 -4.15
46 H 1.71 -2.88 -1.43
47 H 0.51 2.22 -0.13
48 Tl -4.25 -3.53 1.89

---

[2]
Molecular formula: C14H15FN2O2S
Method: DFT, ωB97M-V/def2-TZVPD

Summary:
Largest force on an atom: 0.42 eV/A
E_HOMO: -8.772 eV
Gap between HOMO and LUMO: 9.3 eV
E: -1300.5586 hartree
Multiplicity: 1
SMILES string: O=C1C[C@@H](N2CCSCC2)C(=O)N1c1ccc(F)cc1
Energy relative to the best compared isomer or geometry (same formula, charge and spin): 0.00 kJ/mol
Total charge: 0

Geometry (Å):
1 O 2.27 -1.57 1.06
2 C 1.18 -1.29 0.63
3 N 0.94 -0.47 -0.46
4 C -0.40 -0.37 -0.80
5 O -0.84 0.32 -1.68
6 C -1.19 -1.29 0.13
7 N -2.38 -0.63 0.60
8 C -3.36 -1.52 1.20
9 C -4.59 -0.75 1.61
10 H -4.93 -0.10 0.80
11 H -5.40 -1.42 1.89
12 S -4.26 0.28 3.09
13 C -2.49 0.61 2.78
14 C -2.20 0.64 1.28
15 H -1.18 0.99 1.12
16 H -2.87 1.38 0.82
17 H -2.27 1.57 3.23
18 H -1.90 -0.16 3.29
19 H -2.96 -2.07 2.08
20 H -3.64 -2.26 0.44
21 C -0.15 -1.75 1.17
22 H -0.31 -1.27 2.14
23 H -0.14 -2.83 1.33
24 H -1.52 -2.14 -0.48
25 C 1.97 0.19 -1.18
26 C 2.99 0.82 -0.48
27 C 4.00 1.46 -1.18
28 C 3.96 1.48 -2.56
29 C 2.94 0.86 -3.27
30 C 1.94 0.21 -2.57
31 H 1.14 -0.28 -3.10
32 H 2.94 0.89 -4.34
33 F 4.94 2.11 -3.23
34 H 4.81 1.95 -0.66
35 H 3.01 0.80 0.60

---

[3]
Molecular formula: C14H15GaO4P
Method: DFT, ωB97M-V/def2-TZVPD

Summary:
Largest force on an atom: 7.75 eV/A
E_HOMO: -18.204 eV
Gap between HOMO and LUMO: 4.7 eV
E: -3108.2918 hartree
Multiplicity: 1
Energy relative to the best compared isomer or geometry (same formula, charge and spin): 147.87 kJ/mol
Total charge: +3

Geometry (Å):
1 Ga 0.99 -0.63 -0.77
2 C 2.50 -2.45 -0.68
3 O 3.36 -3.18 -0.86
4 C 2.94 0.28 -2.46
5 O 3.94 0.27 -3.04
6 C 2.12 0.88 0.28
7 O 2.66 1.79 0.77
8 C 0.01 -0.93 -2.60
9 O -0.54 -0.93 -3.64
10 C -0.61 3.77 -2.52
11 H -1.52 3.33 -2.94
12 H -0.74 4.31 -1.56
13 C 0.58 3.72 -3.17
14 H 1.48 4.08 -2.65
15 H 0.67 3.19 -4.13
16 C -2.51 -0.25 -0.51
17 P -0.93 0.21 0.24
18 C -1.31 1.73 1.10
19 C -0.66 -1.05 1.57
20 C -0.90 -2.41 1.24
21 C -0.37 -3.41 2.05
22 C 0.37 -3.06 3.19
23 C 0.65 -1.71 3.48
24 C 0.13 -0.71 2.67
25 H -2.90 0.62 -1.06
26 H -3.21 -0.50 0.29
27 H -2.43 -1.10 -1.19
28 H -1.97 1.50 1.96
29 H -0.40 2.26 1.40
30 H -1.79 2.43 0.40
31 H -1.45 -2.67 0.32
32 H -0.53 -4.47 1.80
33 H 0.75 -3.84 3.85
34 H 1.27 -1.43 4.33
35 H 0.37 0.35 2.84

---

[4]
Molecular formula: C14H15N
Method: DFT, ωB97M-V/def2-TZVPD

Summary:
Largest force on an atom: 4.51 eV/A
E_HOMO: -7.832 eV
Gap between HOMO and LUMO: 8.4 eV
E: -597.0678 hartree
Multiplicity: 1
SMILES string: CC1(C)/C=N/C=C\C=C/c2ccccc21
Energy relative to the best compared isomer or geometry (same formula, charge and spin): 377.55 kJ/mol
Total charge: 0

Geometry (Å):
1 C -2.66 -1.73 -0.11
2 C -2.98 -0.46 -0.69
3 C -1.47 -1.91 0.49
4 C -1.97 0.47 -0.85
5 C -0.52 -0.89 0.45
6 C -0.76 0.32 -0.19
7 C 2.07 -2.24 -0.50
8 C 1.71 -2.05 0.79
9 C 2.05 -1.06 -1.33
10 C 0.78 -0.95 1.18
11 C 1.63 0.73 0.11
12 C 0.25 1.38 0.03
13 C 0.20 2.44 -1.02
14 C 0.01 2.04 1.51
15 N 2.07 0.17 -1.00
16 H -3.61 -2.38 -0.12
17 H -4.10 -0.27 -1.05
18 H -1.16 -2.89 0.93
19 H -2.19 1.49 -1.37
20 H 2.61 -3.26 -0.82
21 H 1.99 -2.83 1.47
22 H 2.35 -1.21 -2.46
23 H 0.82 -0.80 2.22
24 H 2.35 1.38 0.47
25 H 1.13 3.11 -0.82
26 H -0.64 3.01 -0.91
27 H 0.19 2.11 -2.12
28 H 0.90 2.20 1.99
29 H -0.33 1.15 2.06
30 H -0.74 2.92 1.69

---

[5]
Molecular formula: C14H15N
Method: DFT, ωB97M-V/def2-TZVPD

Summary:
Largest force on an atom: 4.70 eV/A
E_HOMO (alpha / beta): -6.947 / -6.953 eV
Gap between HOMO and LUMO (alpha / beta): 6.7 / 6.7 eV
E: -597.0396 hartree
Multiplicity: 1
Energy relative to the best compared isomer or geometry (same formula, charge and spin): 451.60 kJ/mol
Total charge: 0

Geometry (Å):
1 C 0.60 3.45 1.25
2 C 1.66 2.84 1.85
3 C -0.27 2.74 0.41
4 C 1.69 1.44 1.83
5 C -1.97 1.02 -1.67
6 C -2.32 -0.10 -2.32
7 C -0.08 1.34 0.18
8 C -0.88 0.68 -0.79
9 C 0.84 0.57 1.01
10 C -0.67 -0.70 -1.02
11 C 0.96 -0.90 0.92
12 C 2.16 -1.47 0.26
13 C 0.27 -1.74 1.98
14 C -1.79 -2.56 -2.35
15 N -1.58 -1.15 -1.85
16 H 0.34 4.49 1.47
17 H 2.52 3.40 2.35
18 H -0.94 3.26 -0.32
19 H 2.59 1.02 2.45
20 H -2.44 1.94 -1.89
21 H -2.90 -0.21 -3.21
22 H 1.84 -2.21 -0.41
23 H 2.84 -1.93 1.00
24 H 2.61 -0.62 -0.46
25 H 0.81 -1.54 2.83
26 H 0.55 -2.88 1.77
27 H -0.81 -1.60 2.23
28 H -0.87 -2.93 -2.74
29 H -2.26 -3.10 -1.55
30 H -2.49 -2.55 -3.21

---

[6]
Molecular formula: C14H15N3O3S
Method: DFT, ωB97M-V/def2-TZVPD

Summary:
Largest force on an atom: 1.09 eV/A
E_HOMO: -8.971 eV
Gap between HOMO and LUMO: 9.4 eV
E: -1330.6981 hartree
Multiplicity: 1
SMILES string: CC(=O)Nc1ccc(S(=O)(=O)Nc2cc(C)ccn2)cc1
Energy relative to the best compared isomer or geometry (same formula, charge and spin): 92.53 kJ/mol
Total charge: 0

Geometry (Å):
1 C 5.39 -0.17 0.46
2 C 4.03 -0.23 -0.21
3 O 3.79 0.31 -1.26
4 N 3.13 -0.96 0.52
5 C 1.80 -1.24 0.23
6 C 1.07 -1.97 1.17
7 C -0.26 -2.27 0.95
8 C -0.86 -1.86 -0.23
9 C -0.15 -1.15 -1.18
10 C 1.18 -0.84 -0.96
11 H 1.75 -0.29 -1.69
12 H -0.64 -0.87 -2.09
13 S -2.60 -2.16 -0.44
14 O -2.99 -1.85 -1.78
15 O -2.97 -3.42 0.12
16 N -3.27 -1.01 0.61
17 C -2.77 0.29 0.60
18 N -2.55 0.85 1.78
19 C -2.08 2.09 1.80
20 C -1.78 2.81 0.66
21 C -2.01 2.22 -0.59
22 C -2.53 0.94 -0.61
23 H -2.76 0.43 -1.53
24 C -1.69 2.95 -1.85
25 H -0.61 2.97 -2.00
26 H -2.15 2.46 -2.71
27 H -2.04 3.98 -1.80
28 H -1.38 3.81 0.73
29 H -1.93 2.51 2.78
30 H -3.43 -1.36 1.54
31 H -0.84 -2.83 1.66
32 H 1.55 -2.29 2.09
33 H 3.46 -1.35 1.39
34 H 5.31 0.29 1.44
35 H 5.79 -1.18 0.58
36 H 6.07 0.41 -0.15

---

[7]
Molecular formula: C14H15N4OTi
Method: DFT, ωB97M-V/def2-TZVPD

Summary:
Largest force on an atom: 0.57 eV/A
E_HOMO (alpha / beta): -14.476 / -14.483 eV
Gap between HOMO and LUMO (alpha / beta): 6.2 / 6.3 eV
E: -1685.7247 hartree
Multiplicity: 2
Energy relative to the best compared isomer or geometry (same formula, charge and spin): 0.00 kJ/mol
Total charge: +2

Geometry (Å):
1 Ti -0.22 0.36 0.09
2 C 1.33 -1.35 -3.72
3 C 1.17 -0.80 -2.35
4 N 0.09 -0.88 -1.64
5 N -1.03 -1.50 -2.14
6 C -2.03 -1.24 -1.37
7 O -1.78 -0.40 -0.31
8 C -3.37 -1.75 -1.53
9 C -4.40 -1.35 -0.67
10 C -5.67 -1.86 -0.84
11 C -5.92 -2.78 -1.86
12 C -4.89 -3.18 -2.72
13 C -3.62 -2.67 -2.56
14 C 2.21 -0.02 -1.65
15 C 3.51 0.07 -2.11
16 C 4.44 0.82 -1.40
17 C 4.04 1.47 -0.24
18 C 2.73 1.34 0.16
19 N 1.82 0.62 -0.51
20 H 0.37 -1.34 -4.23
21 H 1.65 -2.39 -3.67
22 H 2.06 -0.79 -4.29
23 H -4.20 -0.64 0.12
24 H -6.47 -1.56 -0.18
25 H -6.91 -3.18 -1.99
26 H -5.10 -3.89 -3.51
27 H -2.82 -2.98 -3.21
28 H 3.80 -0.45 -3.01
29 H 5.46 0.90 -1.74
30 H 4.73 2.06 0.34
31 H 2.38 1.84 1.07
32 N -0.61 1.87 1.68
33 H -0.38 2.84 1.48
34 H -0.22 1.70 2.61
35 H -1.62 1.88 1.84

---

[8]
Molecular formula: C14H15N5O9PtS2
Method: DFT, ωB97M-V/def2-TZVPD

Summary:
Largest force on an atom: 1.18 eV/A
E_HOMO: -3.687 eV
Gap between HOMO and LUMO: 8.1 eV
E: -2409.4180 hartree
Multiplicity: 1
Energy relative to the best compared isomer or geometry (same formula, charge and spin): 0.00 kJ/mol
Total charge: -2

Geometry (Å):
1 Pt 1.07 -0.63 -0.31
2 O 7.77 -2.30 -0.08
3 C 7.38 -1.12 -0.09
4 O 8.03 -0.06 -0.08
5 C 5.84 -0.95 -0.15
6 C 5.28 0.31 -0.31
7 C 3.91 0.46 -0.37
8 N 3.09 -0.59 -0.28
9 C 3.61 -1.83 -0.13
10 C 4.97 -2.03 -0.06
11 C 2.60 -2.96 -0.08
12 O 2.96 -4.08 0.25
13 O 1.39 -2.64 -0.42
14 H 5.93 1.17 -0.38
15 H 3.43 1.42 -0.50
16 H 5.36 -3.03 0.06
17 N -0.57 -1.11 2.27
18 C -1.23 -0.46 1.30
19 N -1.85 0.68 1.62
20 S -1.29 -1.13 -0.29
21 H -0.17 -0.53 3.00
22 H 0.05 -1.83 1.92
23 H -1.43 1.19 2.37
24 H -2.22 1.29 0.88
25 C -0.07 4.34 -1.80
26 N 0.39 3.53 -0.69
27 C 0.23 3.94 0.60
28 C 0.47 3.14 1.64
29 C 0.77 1.74 1.40
30 O 0.85 0.92 2.32
31 N 0.91 1.35 0.09
32 C 0.72 2.20 -0.98
33 O 0.85 1.85 -2.14
34 H -0.12 5.38 -1.46
35 H -1.06 4.02 -2.12
36 H 0.62 4.25 -2.63
37 H -0.10 4.97 0.72
38 H 0.34 3.47 2.66
39 C -5.09 2.65 0.50
40 S -3.77 3.51 -0.34
41 O -4.27 3.77 -1.68
42 O -3.53 4.71 0.45
43 O -2.64 2.56 -0.31
44 H -6.00 3.22 0.38
45 H -4.83 2.56 1.55
46 H -5.20 1.66 0.05